No. 1
A structure of composition C2H2AlO3. Source: the OMol25 dataset; level of theory: ωB97M-V/def2-TZVPD.

Structure (XYZ):
```
8
Properties=species:S:1:pos:R:3:forces:R:3:mulliken_charge:R:1
C -1.20222 1.01729 0.25732 5.76 2.80 -2.24 -0.04
Al -2.31164 -0.23276 0.71719 -3.07 -4.01 1.03 0.78
H -1.18511 1.49674 -0.73434 -0.52 0.18 0.43 0.36
O -0.14552 -1.26594 -0.88757 -0.05 1.80 -0.16 -0.52
C 0.59683 -0.45592 -0.34070 0.70 -5.25 0.32 0.80
O 0.16972 0.49526 0.42643 -2.32 3.43 1.41 -0.36
O 1.87146 -0.79022 -0.08814 -0.79 0.81 -0.70 -0.38
H 2.20650 -0.26444 0.64981 0.31 0.25 -0.09 0.36
```
Forces are in eV/Å.

## Properties
Total charge   +1
E_HOMO (alpha / beta)   -15.764 / -15.113 eV



No. 2
A structure of composition C2H2BiFO2. Source: the OMol25 dataset; level of theory: ωB97M-V/def2-TZVPD.

Structure (XYZ):
```
8
Properties=species:S:1:pos:R:3:forces:R:3:mulliken_charge:R:1
F -2.99990 0.77387 0.21061 1.43 -0.03 0.85 -0.14
C -2.13108 -0.18965 0.36841 -0.08 0.11 -1.75 0.54
C -2.15171 -1.47304 0.25110 3.90 -0.22 -0.67 -0.65
H -2.90540 -2.19266 0.54294 0.09 0.15 -0.33 0.35
O -0.58120 0.48250 -0.11168 -0.58 -0.60 0.33 -0.29
O 0.17946 -0.62418 -0.66245 -0.44 0.15 -0.64 -0.37
H -0.82531 -1.65908 -0.29079 -3.71 -0.09 1.80 0.38
Bi 1.69815 0.14118 0.49203 -0.61 0.53 0.39 1.18
```
Forces are in eV/Å.

## Properties
Multiplicity   2
Total charge   +1
E_HOMO (alpha / beta)   -14.027 / -14.307 eV
⟨S²⟩   0.75



Number 1: F_max 6.785 eV/Å, E_tot -14834.0090 eV. Number 2: F_max 4.130 eV/Å, E_tot -14742.9469 eV.